1) Molecular formula: C7H10N2
Method: DFT, ωB97M-V/def2-TZVPD

Summary:
Orbital gap: 9.65 eV
Lowest unoccupied orbital energy: 0.03404 hartree
Highest occupied orbital energy: -0.321 Ha

Structure (ORCA input):
```
! wB97M-V def2-TZVPD RIJCOSX def2/J DEFGRID3
* xyz 0 1
H 1.8654 0.9464 1.2218
C -0.7250 -0.1275 1.0910
H 0.9307 2.2104 -0.7546
H 3.5149 -0.4263 0.2052
H -0.6662 2.1818 -0.5610
C 2.5882 -0.7045 -0.1534
H -0.6276 0.1289 2.1390
H -2.9929 0.5522 1.0358
H -2.2166 0.1672 -1.7931
N -0.3450 -1.5330 0.4888
C 1.7130 0.1735 0.3926
C -2.1931 0.1825 0.4770
H -0.1394 -1.5227 -1.6555
C -1.8610 -0.2523 -0.7541
C -0.4737 -0.7955 -0.8017
N 0.2560 1.9233 -0.1681
C 0.3631 0.4419 -0.0079
H 2.2528 -1.5477 -0.8382
H -1.2434 -1.9985 0.4364
*
```

2) Molecular formula: C7H10N2
Method: DFT, ωB97M-V/def2-TZVPD

Summary:
Orbital gap (spin up / spin down): 8.35 / 8.41 eV
Lowest unoccupied orbital energy (spin up / spin down): -0.00574 / -0.00493 hartree
Highest occupied orbital energy (spin up / spin down): -0.313 / -0.314 Ha

Structure (ORCA input):
```
! wB97M-V def2-TZVPD RIJCOSX def2/J DEFGRID3
* xyz 0 1
H -1.1199 -1.8317 0.2006
C -1.5209 -0.8192 0.2815
H 2.1821 1.1479 1.4970
H 1.8738 -1.6569 -1.6883
C -1.1151 1.6849 -0.2212
C -0.9678 0.2782 -0.1395
C 1.5543 -0.0964 -0.1178
H 4.4478 -1.0633 -0.9661
C -3.0847 -0.8072 0.5187
H -2.2546 1.8854 -0.0275
N 3.6472 0.3119 0.3496
H -0.6193 2.1140 0.6397
N 2.4308 0.5404 0.6544
H -3.4604 -1.6920 0.8669
H -0.6813 2.0739 -1.0940
H -3.7650 -0.6434 -0.3499
C 2.2493 -0.9156 -0.9764
H -3.3542 0.0664 1.2093
C 3.5579 -0.5775 -0.6369
*
```

3) Molecular formula: C7H10N2
Method: DFT, ωB97M-V/def2-TZVPD

Summary:
Orbital gap (spin up / spin down): 7.75 / 7.73 eV
Lowest unoccupied orbital energy (spin up / spin down): 0.00316 / 0.00272 hartree
Highest occupied orbital energy (spin up / spin down): -0.282 / -0.281 Ha

Structure (ORCA input):
```
! wB97M-V def2-TZVPD RIJCOSX def2/J DEFGRID3
* xyz 0 1
C -2.0940 -0.2193 -0.9129
H 2.4893 1.1756 -1.6624
C 1.9706 0.8115 -0.8149
H -0.6683 2.0426 -1.5626
C 1.8168 -0.1508 0.0833
C -1.2958 0.6314 0.0889
H -2.6583 -0.9877 -0.4815
C -0.5789 -0.3017 1.0068
H 2.9559 -1.8337 -0.0326
C -0.4616 1.6810 -0.4851
H -2.0955 1.2456 0.6747
H -1.5605 -0.9105 -1.5966
H -0.2959 2.6409 0.0831
N 1.4778 -1.6355 1.4929
H 1.5710 -1.8185 2.5143
H -2.7627 0.4006 -1.5849
H -1.1589 -0.9747 1.6520
C 0.7072 -0.5952 0.9090
N 2.6418 -1.2016 0.6286
*
```

4) Molecular formula: C7H10N2
Method: DFT, ωB97M-V/def2-TZVPD

Summary:
Orbital gap: 9.06 eV
Lowest unoccupied orbital energy: 0.02594 hartree
Highest occupied orbital energy: -0.307 Ha
SMILES string: C=C/C=N/CC(C)=C=N

Structure (ORCA input):
```
! wB97M-V def2-TZVPD RIJCOSX def2/J DEFGRID3
* xyz 0 1
N 2.3721 -1.8637 -1.8965
H -0.7793 -0.2973 0.7070
C 2.0020 0.1061 1.2420
C -3.2775 -0.0954 1.0839
N -0.5901 1.0079 -0.9068
C -1.2819 0.3163 -0.1451
H -2.7408 0.1696 1.9606
H -3.2284 0.2536 -1.0612
H 1.1292 0.8517 -1.8997
C 0.8297 0.9887 -0.8519
H 1.5959 1.1197 1.4423
H -4.3353 -0.1676 1.1535
H 1.3560 -0.7277 1.7864
C 2.0618 -1.0314 -1.0675
H 1.7981 -2.6682 -2.1742
H 1.0520 2.1335 -0.6032
H 3.0650 -0.1688 1.5783
C -2.7351 0.1425 -0.1280
C 1.7066 -0.0695 -0.2197
*
```

Order from most stable to least stable according to the calculation: 4), 1), 2), 3)

1) Molecular formula: C4H3ClF2
Method: DFT, ωB97M-V/def2-TZVPD

Summary:
Orbital gap: 8.79 eV
Lowest unoccupied orbital energy: 0.01909 hartree
Highest occupied orbital energy: -0.304 Ha
SMILES string: C=CC(Cl)=C(F)F

Structure (ORCA input):
```
! wB97M-V def2-TZVPD RIJCOSX def2/J DEFGRID3
* xyz 0 1
F -4.4897 -0.2361 0.0167
Cl -2.3010 2.0550 -0.2510
C 0.2153 0.3368 -0.1130
H 1.1530 -0.1600 -0.0317
C -0.9289 -0.2952 0.0943
H 0.2092 1.4582 -0.2704
C -3.2927 -0.6227 0.1912
C -2.1551 0.3594 0.0188
F -3.2049 -1.9183 0.3086
H -1.1079 -1.3314 0.2966
*
```

2) Molecular formula: C4H3ClF2
Method: DFT, ωB97M-V/def2-TZVPD

Summary:
Orbital gap: 9.49 eV
Lowest unoccupied orbital energy: 0.00703 hartree
Highest occupied orbital energy: -0.342 Ha
SMILES string: C=C(F)/C=C(\F)Cl

Structure (ORCA input):
```
! wB97M-V def2-TZVPD RIJCOSX def2/J DEFGRID3
* xyz 0 1
C -1.8097 -0.1922 -0.1744
H -0.3137 -1.8233 -0.3193
Cl 2.5729 -0.3779 -0.0562
F -1.8447 1.1878 -0.3208
H -2.8261 -2.1149 0.5480
F 0.5461 1.3403 0.3833
C 0.7868 0.0156 0.0440
H -3.8601 -0.4583 0.1684
C -2.8011 -1.0452 0.3048
C -0.3514 -0.7668 -0.1750
*
```

Order from most stable to least stable according to the calculation: 1), 2)